# C49H82N3O5

A cluster of 3 separate species, C49H82N3O5 in total (the ωB97M-V functional and the def2-TZVPD basis, the Open Molecules 2025 dataset).

The geometry in XYZ format:
```
139
Properties=species:S:1:pos:R:3:forces:R:3:mulliken_spin:R:1
C -5.3211 0.2194 -1.9573 0.14 -0.07 -0.55 0.93
C -4.8201 -0.0454 -0.6039 0.51 0.09 0.05 -0.80
C -3.5167 0.6900 -0.0966 -0.13 -1.25 -0.29 0.14
C -2.7174 -0.1680 0.9485 0.55 0.17 2.24 -0.08
C -2.7896 0.2454 2.3773 1.57 -2.46 -0.99 0.00
C -3.6453 1.4612 2.8505 0.32 -0.37 -0.29 -0.01
C -2.9242 2.8520 2.6361 -0.84 0.69 -0.20 0.01
O -3.5985 3.8307 2.4098 0.50 -0.93 0.18 0.00
C -1.9755 -0.5869 3.3202 -0.17 0.34 -1.58 0.00
C -2.0249 -0.2004 4.8439 0.17 -1.24 0.17 0.00
C -3.2605 -0.9428 5.5602 0.49 0.34 -0.11 0.00
C -1.1944 -1.7232 2.8162 -0.95 1.39 1.02 0.00
C -0.3668 -2.5125 3.9160 -1.33 0.72 -0.36 0.00
O 0.7635 -1.6935 4.3005 0.36 -1.49 -1.21 0.00
C 1.8726 -2.1100 3.5301 2.55 -0.51 -1.83 0.00
C 2.2897 -1.3949 2.3045 1.00 -1.51 0.42 0.00
C 3.4281 -1.8872 1.5028 -0.08 -1.43 1.18 0.00
C 4.1817 -3.1037 1.8628 -2.74 1.03 2.33 0.00
C 3.7528 -3.7850 3.1059 -0.57 1.45 -1.19 0.00
C 2.6241 -3.3049 3.9116 0.59 0.59 -1.35 0.00
N -1.1724 -2.0799 1.4631 -0.47 1.71 0.61 0.00
C -0.3777 -3.2681 1.0368 0.35 -1.37 -0.15 0.00
C -1.1544 -4.6534 1.2885 0.23 -0.34 0.57 0.00
C -2.6344 -4.4783 1.7820 0.42 -0.30 0.20 0.00
O -1.0350 -5.4806 0.1134 0.29 0.72 1.15 0.00
C -1.8863 -1.3274 0.5476 -1.84 1.07 -0.41 -0.02
C -1.8767 -1.6389 -0.9979 1.21 -0.02 0.68 -0.04
C -0.7392 -0.6810 -1.6148 -1.10 0.28 0.28 0.00
C -1.1545 -0.0380 -2.9923 1.70 0.82 0.23 -0.04
C -0.0302 1.0550 -3.3341 -0.22 -0.45 -0.54 0.01
C -0.5744 2.2274 -4.2455 1.08 0.33 -0.29 0.00
C -0.0516 3.6622 -3.8312 -0.82 0.53 -0.22 0.00
C -0.2623 4.0092 -2.2988 0.15 0.56 -0.70 0.00
C -0.5625 5.5507 -2.0383 0.93 -0.17 0.55 0.00
C 0.7847 6.3596 -1.7472 -0.66 -0.54 -0.49 0.00
H -6.0673 1.0135 -2.2022 0.54 -0.84 0.37 -0.05
H -4.9198 -0.3611 -2.8367 -0.32 0.76 0.93 -0.02
H -5.3538 -0.7980 0.0420 0.68 1.03 -0.42 0.04
H -2.8258 0.9104 -0.9593 -0.85 -0.17 0.73 -0.08
H -3.8448 1.6819 0.3141 0.57 -0.89 -0.17 -0.07
H -3.9367 1.3882 3.9352 0.49 -0.05 -1.02 0.00
H -4.6177 1.5175 2.2820 1.10 -0.06 0.53 0.00
H -1.8086 3.0064 2.6834 -0.60 -0.80 0.13 0.00
H -2.0647 0.9105 4.9915 -0.05 -1.09 -0.37 0.00
H -1.1078 -0.5554 5.3898 -0.72 0.61 -0.83 0.00
H -2.8999 -1.8108 6.1856 -0.37 0.83 -0.83 0.00
H -3.9798 -1.3173 4.7790 0.50 0.46 1.02 0.00
H -3.7325 -0.2251 6.2779 0.11 -0.72 -0.75 0.00
H -0.0738 -3.5381 3.5839 -0.15 0.93 0.36 0.00
H -1.0701 -2.5938 4.7952 0.96 -0.02 -0.86 0.00
H 1.7555 -0.4789 1.9345 0.52 -1.02 0.65 0.00
H 3.7501 -1.3745 0.5576 -0.61 -0.30 1.16 0.00
H 5.0245 -3.5186 1.2690 -0.83 0.58 0.48 0.00
H 4.3223 -4.7065 3.3916 -0.80 1.01 -0.05 0.00
H 2.3346 -3.8812 4.8293 0.29 0.74 -0.98 0.00
H 0.5864 -3.3524 1.6044 -0.97 0.68 -0.49 0.00
H -0.0856 -3.2042 -0.0469 -0.58 0.12 1.19 0.00
H -0.6078 -5.2179 2.1065 -0.55 0.83 -0.66 0.00
H -2.6098 -4.1205 2.8537 -0.05 -0.18 -1.13 0.00
H -3.2010 -3.7358 1.1633 0.32 -0.83 0.49 0.00
H -3.1460 -5.4828 1.8238 0.53 1.12 -0.35 0.00
H -0.2315 -6.0206 0.2537 -0.65 0.15 -0.45 0.00
H -1.6558 -2.7219 -1.1927 -0.28 1.02 0.17 0.01
H -2.8607 -1.4123 -1.4783 0.76 -0.08 0.76 0.03
H 0.2598 -1.1900 -1.6249 -0.90 0.36 -0.24 0.00
H -0.6364 0.1816 -0.8870 0.02 -0.84 -0.81 0.00
H -1.1556 -0.7646 -3.8446 -0.38 0.46 0.88 0.00
H -2.1320 0.5140 -2.9179 0.75 -0.84 0.00 0.04
H 0.4633 1.4337 -2.3898 -0.74 -0.28 -0.96 0.00
H 0.7776 0.5247 -3.9214 -0.71 0.56 0.77 0.00
H -1.6959 2.2655 -4.3185 1.00 -0.22 0.29 0.00
H -0.1741 2.0372 -5.2850 -0.72 0.21 0.94 0.00
H -0.6875 4.4005 -4.4107 0.74 -0.77 0.49 0.00
H 1.0052 3.8529 -4.1772 -0.99 -0.39 0.53 0.00
H 0.7051 3.7946 -1.7667 -1.12 -0.17 -0.13 0.00
H -1.1162 3.3715 -1.9217 0.97 0.59 -0.17 0.00
H -1.2182 5.6353 -1.1306 0.47 0.02 -0.85 0.00
H -1.0788 6.0531 -2.8965 0.29 -0.68 0.66 0.00
H 1.5452 6.1281 -2.5465 -0.78 0.43 0.67 0.00
H 0.5215 7.4512 -1.7653 0.66 -0.99 0.22 0.00
H 1.2534 6.0442 -0.7745 -0.59 0.51 -0.83 0.00
C 2.0107 11.3090 1.7887 0.10 0.36 0.04 0.01
C 2.4609 9.8697 1.4217 -1.40 1.07 0.90 0.02
C 3.2165 9.2376 2.6062 0.43 -0.18 -0.10 0.02
C 4.6228 9.7940 2.8019 0.00 0.05 0.00 -0.02
C 5.4220 9.7240 1.5050 -0.27 -0.30 0.29 0.02
C 4.6967 10.3812 0.3188 1.25 1.70 -0.36 0.03
N 3.2887 9.9052 0.1740 0.96 -3.64 0.33 0.32
O 3.3323 8.6683 -0.3350 -0.48 1.73 0.10 0.60
C 4.7283 11.9158 0.4864 -0.17 0.20 0.28 0.01
C 5.5230 10.1366 -0.9593 -0.36 -0.57 -0.19 0.00
C 1.1398 9.1005 1.2294 0.31 -0.55 -0.44 -0.02
H 0.9813 11.3322 2.1534 0.11 -0.23 0.01 0.00
H 2.6182 11.7545 2.5788 0.06 0.02 -0.14 0.00
H 2.0295 11.9729 0.9222 0.09 -0.09 0.04 -0.01
H 3.2945 8.1546 2.4570 -0.07 0.05 -0.18 0.00
H 2.6441 9.3760 3.5282 -0.16 0.08 -0.18 0.00
H 4.5812 10.8233 3.1697 -0.02 0.00 -0.04 0.00
H 5.1385 9.2194 3.5764 -0.05 0.04 -0.02 0.00
H 6.3948 10.2004 1.6588 -0.09 0.09 -0.23 0.00
H 5.6315 8.6727 1.2805 -0.13 0.03 -0.16 0.00
H 4.1509 12.4087 -0.2993 -0.01 -0.09 0.04 -0.01
H 5.7526 12.2904 0.4177 -0.03 -0.23 -0.06 0.00
H 4.3557 12.2592 1.4493 -0.09 -0.04 -0.05 0.00
H 5.6960 9.0762 -1.1517 -0.21 0.06 0.04 0.00
H 6.5086 10.6000 -0.8739 -0.18 0.10 0.22 0.00
H 5.0297 10.5676 -1.8341 -0.03 -0.05 0.07 0.00
H 0.5564 9.5101 0.4026 0.07 0.01 -0.02 0.00
H 0.5297 9.1679 2.1340 0.22 0.22 -0.01 0.00
H 1.2970 8.0345 1.0512 0.12 0.14 -0.18 0.00
C -3.0079 -9.2223 -2.5689 -0.20 -0.30 -0.02 0.01
C -1.5894 -8.5923 -2.5795 -2.09 0.41 -0.34 0.05
C -1.0580 -8.5236 -4.0231 0.47 -0.25 -0.09 0.02
C -0.6316 -9.8780 -4.5816 -0.01 -0.04 0.03 -0.02
C 0.3459 -10.5730 -3.6368 -0.08 0.48 -0.25 0.02
C -0.1859 -10.6786 -2.1967 -0.26 -2.16 0.16 0.03
N -0.6890 -9.3727 -1.6770 2.90 1.83 -1.23 0.33
O 0.3649 -8.6106 -1.3941 -1.24 -0.73 0.53 0.59
C -1.3030 -11.7430 -2.1404 -0.35 0.03 -0.17 0.01
C 0.9240 -11.2675 -1.3037 0.24 0.65 0.21 -0.01
C -1.8090 -7.1533 -2.0773 0.62 -0.12 0.10 -0.05
H -3.7909 -8.4604 -2.5713 0.23 0.09 -0.08 0.00
H -3.1991 -9.8504 -3.4408 0.07 -0.07 0.12 0.00
H -3.1808 -9.8171 -1.6698 0.10 0.00 -0.08 -0.01
H -0.1954 -7.8489 -4.0664 -0.02 -0.01 0.19 0.00
H -1.8173 -8.0866 -4.6783 -0.11 0.03 0.24 0.00
H -1.5044 -10.5120 -4.7624 0.01 0.01 0.05 0.00
H -0.1560 -9.7379 -5.5562 -0.05 0.00 0.05 0.00
H 0.5714 -11.5702 -4.0256 -0.05 -0.03 0.26 0.00
H 1.2925 -10.0223 -3.6479 -0.05 0.05 0.19 0.00
H -1.7572 -11.7839 -1.1475 0.04 0.07 -0.04 -0.01
H -0.9002 -12.7363 -2.3524 0.16 0.17 0.04 0.00
H -2.0943 -11.5867 -2.8707 -0.01 0.08 0.07 0.00
H 1.8438 -10.6805 -1.3337 -0.18 0.11 0.04 0.00
H 1.1892 -12.2741 -1.6344 -0.25 0.09 -0.13 0.00
H 0.5956 -11.3372 -0.2635 -0.01 0.05 -0.06 0.00
H -2.1897 -7.1472 -1.0570 0.03 -0.05 -0.05 0.01
H -2.5382 -6.6380 -2.7089 -0.01 -0.32 -0.06 0.00
H -0.9006 -6.5506 -2.1153 0.01 -0.21 0.10 0.01
```
Positions in Å, forces in eV/Å.

Summary:
Charge = +1
HOMO-LUMO gap (alpha / beta) = 6.37 / 7.09 eV
Lowest unoccupied orbital energy (alpha / beta) = -3.59 / -3.55 eV
2S+1 = 3